# 1
{"formula": "C21H63NO11", "method": "ωB97M-V/def2-TZVPD", "e_lumo_ev": 0.5, "smiles": "COCCNCCOC.CC(C)O.CC(C)O.CC(C)O.CO.CO.CO.CO.CO.CO", "homo_lumo_gap_ev": 10.06, "spin_multiplicity": 1, "total_energy_ev": -46803.4685, "e_above_lowest_kcal_mol": 82.8, "symbols": ["C", "O", "C", "C", "N", "C", "C", "O", "C", "H", "H", "H", "H", "H", "H", "H", "H", "H", "H", "H", "H", "H", "H", "H", "C", "C", "C", "O", "H", "H", "H", "H", "H", "H", "H", "H", "C", "C", "C", "O", "H", "H", "H", "H", "H", "H", "H", "H", "C", "C", "C", "O", "H", "H", "H", "H", "H", "H", "H", "H", "C", "O", "H", "H", "H", "H", "C", "O", "H", "H", "H", "H", "C", "O", "H", "H", "H", "H", "C", "O", "H", "H", "H", "H", "C", "O", "H", "H", "H", "H", "C", "O", "H", "H", "H", "H"], "coordinates": [[3.6642, 2.2430, 4.1237], [2.6441, 1.3744, 4.5221], [1.3716, 1.4579, 3.9565], [0.6942, 0.1158, 4.0299], [1.5230, -0.9596, 3.3545], [0.9515, -2.3599, 3.7155], [-0.2580, -2.9681, 2.9857], [-0.2905, -4.3570, 3.3213], [-1.4064, -4.8862, 2.8556], [3.4946, 3.3105, 4.2647], [3.9869, 2.0518, 3.1003], [4.5746, 1.9955, 4.6697], [1.4499, 1.7295, 2.9038], [0.8504, 2.2820, 4.4437], [-0.2350, 0.1909, 3.4650], [0.4639, -0.1900, 5.0504], [2.4594, -1.0138, 3.7292], [0.7131, -2.3331, 4.7788], [1.7404, -3.0830, 3.5085], [-0.0641, -3.1593, 1.9303], [-1.1457, -2.3555, 3.1431], [-1.6305, -4.7561, 1.7968], [-2.2381, -4.7396, 3.5447], [-1.1372, -5.9307, 3.0126], [5.3325, -1.8925, -1.7262], [4.2471, -0.9135, -1.3269], [4.2927, 0.2886, -2.2823], [2.9983, -1.4635, -1.5429], [5.2032, -2.8680, -1.2575], [6.3361, -1.4792, -1.6263], [5.0245, -2.2534, -2.7075], [4.5140, -0.6516, -0.3030], [3.4455, 0.9743, -2.2944], [4.3633, 0.0954, -3.3527], [5.1344, 0.8707, -1.9069], [2.4299, -1.3857, -0.7732], [-4.5547, 2.1615, 3.0274], [-3.4608, 3.0906, 3.5808], [-2.2404, 2.9150, 2.5782], [-4.1165, 4.4165, 3.5351], [-5.0473, 2.3203, 2.0681], [-5.3330, 1.9097, 3.7478], [-4.0997, 1.2460, 2.6492], [-3.2380, 2.8678, 4.6243], [-2.4706, 3.1588, 1.5411], [-1.9050, 1.8817, 2.4895], [-1.4645, 3.6115, 2.8960], [-4.9287, 4.2891, 4.0307], [0.8234, 1.4718, -0.2716], [-0.0741, 0.2466, -0.0889], [-0.7685, -0.1749, -1.4108], [0.7586, -0.8199, 0.5052], [1.6945, 1.2353, -0.8827], [1.3186, 1.6932, 0.6739], [0.3864, 2.4096, -0.6145], [-0.8567, 0.4544, 0.6407], [-1.1571, -1.1896, -1.3247], [-0.2318, -0.0229, -2.3473], [-1.6386, 0.4687, -1.5397], [0.8808, -0.6815, 1.4473], [-4.5177, -1.6282, -2.7824], [-4.2415, -0.4731, -2.0914], [-5.2910, -2.1576, -2.2256], [-4.9587, -1.3581, -3.7419], [-3.5960, -2.1552, -3.0290], [-3.6194, 0.0756, -2.5745], [-2.2483, 0.6763, -4.8051], [-2.9136, 1.3385, -3.7580], [-1.3802, 0.1978, -4.3516], [-2.7964, -0.0375, -5.4201], [-2.0715, 1.4457, -5.5567], [-3.6089, 1.9822, -3.9122], [0.3448, -2.7766, -4.4161], [1.0036, -2.2914, -5.4816], [0.7519, -2.6886, -3.4088], [-0.5643, -2.1768, -4.3746], [-0.0132, -3.8055, -4.4512], [1.9242, -2.5628, -5.4613], [3.7240, 3.8504, -0.6235], [3.7167, 2.8189, 0.3752], [2.7086, 4.0029, -0.9895], [4.2207, 4.7968, -0.4097], [4.2693, 3.4055, -1.4558], [4.5535, 2.7719, 0.8433], [-1.1310, -4.2338, -1.5305], [-1.4803, -5.0577, -2.6261], [-1.1583, -4.6127, -0.5089], [-0.2460, -3.6924, -1.8650], [-1.8008, -3.3840, -1.3994], [-2.3118, -5.4813, -2.4006], [-1.8440, 3.7100, -1.7450], [-1.8496, 3.7377, -3.1784], [-0.8426, 3.4167, -1.4299], [-2.0601, 4.6539, -1.2445], [-2.4412, 2.9411, -1.2548], [-2.0045, 2.8111, -3.3761]]}

# 2
{"formula": "C23H68O11", "method": "ωB97M-V/def2-TZVPD", "e_lumo_ev": 0.4, "smiles": "CC(C)O.CC(C)O.CC(C)O.CC(C)O.CC(C)O.CC(C)O.CO.CO.CO.CO.CO", "homo_lumo_gap_ev": 9.96, "spin_multiplicity": 1, "total_energy_ev": -47473.5994, "e_above_lowest_kcal_mol": 20.1, "symbols": ["C", "C", "C", "O", "H", "H", "H", "H", "H", "H", "H", "H", "C", "C", "C", "O", "H", "H", "H", "H", "H", "H", "H", "H", "C", "C", "C", "O", "H", "H", "H", "H", "H", "H", "H", "H", "C", "C", "C", "O", "H", "H", "H", "H", "H", "H", "H", "H", "C", "C", "C", "O", "H", "H", "H", "H", "H", "H", "H", "H", "C", "C", "C", "O", "H", "H", "H", "H", "H", "H", "H", "H", "C", "O", "H", "H", "H", "H", "C", "O", "H", "H", "H", "H", "C", "O", "H", "H", "H", "H", "C", "O", "H", "H", "H", "H", "C", "O", "H", "H", "H", "H"], "coordinates": [[-2.4086, -1.2042, 2.3691], [-2.9734, -2.5872, 2.6304], [-2.8707, -3.4616, 1.3966], [-2.2345, -3.1933, 3.6975], [-2.9995, -0.7145, 1.5990], [-1.3306, -1.2115, 2.2095], [-2.5269, -0.5823, 3.2659], [-4.0459, -2.5178, 2.8421], [-3.5504, -3.1559, 0.6049], [-2.9562, -4.5364, 1.5786], [-1.8422, -3.4103, 1.0016], [-2.7532, -3.1127, 4.5033], [-6.1473, 1.5950, -0.9066], [-5.0581, 0.5511, -1.1730], [-3.7655, 0.9369, -0.4140], [-5.4316, -0.7353, -0.5924], [-5.9438, 2.0538, 0.0595], [-7.1270, 1.1248, -0.8511], [-6.1124, 2.3439, -1.6967], [-4.8103, 0.4377, -2.2310], [-3.2201, 1.7601, -0.9058], [-3.0606, 0.1197, -0.3313], [-3.9500, 1.3426, 0.5842], [-5.5962, -1.3911, -1.2756], [-4.6952, -3.4839, -3.5662], [-3.1949, -3.6340, -3.3580], [-2.5296, -2.3688, -2.8591], [-2.9930, -4.6330, -2.3332], [-4.9207, -2.7783, -4.3723], [-5.2070, -3.1121, -2.6785], [-5.1067, -4.4478, -3.8744], [-2.6848, -3.9826, -4.2618], [-1.4569, -2.5259, -2.7204], [-2.9608, -2.1898, -1.8696], [-2.6192, -1.4969, -3.5021], [-3.7685, -5.1964, -2.3113], [4.8948, 1.2817, 1.2572], [4.9186, 2.5725, 2.0711], [5.8140, 3.6682, 1.5644], [3.5338, 3.0478, 2.1285], [5.8579, 0.7944, 1.1378], [4.5475, 1.6202, 0.2755], [4.1426, 0.5624, 1.5708], [5.2157, 2.2935, 3.0939], [5.9078, 4.4372, 2.3482], [5.3507, 4.2027, 0.7271], [6.8583, 3.5079, 1.2947], [3.5116, 3.5506, 2.9581], [1.7879, 5.2416, -1.0014], [1.7758, 5.7535, 0.4428], [0.7233, 4.9869, 1.2378], [3.0539, 5.6349, 1.0226], [2.3726, 5.8792, -1.6662], [0.8016, 5.1812, -1.4745], [2.1703, 4.2167, -0.9950], [1.5674, 6.8267, 0.4242], [0.5950, 5.3633, 2.2567], [1.0244, 3.9391, 1.2802], [-0.2664, 5.1071, 0.7893], [3.3197, 4.7203, 1.2515], [1.2027, 1.2274, -0.4451], [1.1470, -0.1990, 0.0305], [0.1859, -1.0292, -0.8409], [2.4654, -0.7531, -0.1068], [2.0181, 1.7580, 0.0549], [0.2760, 1.7555, -0.2071], [1.3452, 1.3120, -1.5229], [0.8053, -0.3095, 1.0649], [0.1051, -0.6606, -1.8652], [-0.8310, -1.0208, -0.4421], [0.5285, -2.0576, -0.9173], [2.4418, -1.6842, 0.1624], [0.8983, -4.6849, -0.8733], [2.0058, -3.9940, -0.3699], [0.1572, -4.9364, -0.1059], [0.3712, -4.0343, -1.5691], [1.1505, -5.5890, -1.4311], [2.5931, -4.5568, 0.1384], [-0.9673, 0.8278, -4.1527], [-2.3492, 0.8790, -3.7335], [-0.8050, 1.4897, -5.0007], [-0.3563, 1.1017, -3.2925], [-0.7257, -0.1956, -4.4266], [-2.5177, 1.8271, -3.6903], [4.8753, 0.8931, -2.3828], [4.8807, -0.1911, -1.4516], [4.1168, 0.6976, -3.1598], [4.6531, 1.8586, -1.8984], [5.8586, 0.9855, -2.8442], [4.0528, -0.2271, -0.9422], [1.1787, -3.4980, 2.5822], [0.6723, -2.4181, 3.4057], [0.6563, -3.3823, 1.6325], [2.2479, -3.3726, 2.4700], [0.8877, -4.4514, 3.0217], [-0.1996, -2.7064, 3.7133], [1.8076, 1.0841, 4.1689], [1.4512, -0.0936, 4.8908], [2.9038, 1.1764, 4.1159], [1.5322, 1.0423, 3.1037], [1.3178, 1.9471, 4.6191], [1.3353, -0.8088, 4.2440]]}

# 3
{"formula": "C2H5N3O3", "method": "ωB97M-V/def2-TZVPD", "e_lumo_ev": -0.2, "homo_lumo_gap_ev": 9.18, "spin_multiplicity": 1, "total_energy_ev": -12761.4330, "e_above_lowest_kcal_mol": 142.2, "symbols": ["C", "C", "H", "H", "H", "H", "H", "N", "N", "N", "O", "O", "O"], "coordinates": [[-0.6382, -0.8181, 0.8976], [0.4319, 1.7278, -0.5076], [-0.2131, -1.9289, -1.4012], [-2.2400, -1.0438, -0.5210], [0.9113, 0.1308, 2.0850], [2.5934, 0.5782, -0.0806], [-0.7467, 1.8391, -0.1760], [-1.2189, -0.7135, -0.3971], [0.6851, -0.2435, 1.0698], [1.0783, 0.6563, 0.1929], [-0.1809, -0.9249, -1.3693], [-1.3512, -1.4174, 1.7820], [0.8890, 2.1578, -1.5745]]}

# 4
{"formula": "C19H25ClIO2P2Pt", "method": "ωB97M-V/def2-TZVPD", "e_lumo_ev": [-8.8, -13.2], "homo_lumo_gap_ev": [6.94, 3.83], "spin_multiplicity": 5, "s_squared": 6.051, "total_energy_ev": -66621.2376, "charge": 3, "e_above_lowest_kcal_mol": 0.0, "symbols": ["C", "C", "H", "H", "H", "O", "I", "Pt", "P", "C", "C", "H", "H", "H", "C", "H", "H", "H", "H", "H", "H", "C", "O", "Cl", "C", "P", "C", "C", "C", "C", "C", "C", "C", "C", "C", "C", "C", "C", "H", "H", "H", "H", "H", "H", "H", "H", "H", "H", "H", "H", "H"], "coordinates": [[-4.4120, 2.6668, -6.3302], [-4.1795, 1.5562, -5.3487], [-5.2448, 2.4152, -6.9865], [-3.5338, 2.8372, -6.9479], [-4.6543, 3.5951, -5.8172], [-4.8240, 0.5468, -5.2313], [-2.4802, 1.8744, -4.0217], [-0.1844, -0.1385, -0.5539], [1.1113, -1.1521, -2.1875], [1.2232, -2.9419, -1.9289], [0.4874, -0.8204, -3.8536], [2.6299, 0.6713, -1.9649], [3.4598, -0.7761, -2.6467], [3.0615, -0.6811, -0.8998], [2.7343, -0.4168, -1.9100], [0.3123, 0.2616, -3.9556], [1.2105, -1.1759, -4.6072], [1.9624, -3.3741, -2.6194], [0.2448, -3.4137, -2.0986], [-0.4764, -1.3350, -3.9941], [1.5324, -3.1380, -0.8938], [-1.2237, -1.5759, -0.1074], [-1.8022, -2.5756, 0.0460], [0.4178, 1.9087, -1.4594], [2.6689, 0.8393, 1.6601], [0.9356, 0.2866, 1.4939], [0.9494, -1.2209, 2.5498], [0.0538, -1.4637, 3.6051], [0.0501, -2.7245, 4.2159], [0.9104, -3.7364, 3.7840], [1.7951, -3.5026, 2.7210], [1.8319, -2.2359, 2.1286], [-0.0065, 1.6183, 2.2914], [-1.3609, 1.7172, 1.9364], [-2.1449, 2.7676, 2.4096], [-1.5941, 3.6678, 3.3330], [-0.2583, 3.5382, 3.7478], [0.5337, 2.5070, 3.2340], [3.3638, 0.1719, 1.1354], [3.0199, 0.9035, 2.7032], [2.7561, 1.8420, 1.2242], [-0.6158, -0.6741, 3.9433], [-0.6416, -2.9140, 5.0337], [0.8839, -4.7197, 4.2478], [2.4596, -4.2834, 2.3529], [2.5660, -2.0313, 1.3384], [-1.8138, 0.9584, 1.2875], [-3.1813, 2.8507, 2.0711], [-2.2274, 4.4498, 3.7543], [0.1522, 4.2099, 4.5067], [1.5420, 2.3602, 3.6096]]}